Record 1
Molecular formula: C30H36N2OPS5SiW
Method: DFT, ωB97M-V/def2-TZVPD

2S+1: 1
lowest unoccupied orbital energy: -0.36402 hartree
total charge: +3
F_max: 0.016 hartree/bohr
ΔE to the lowest compared entry with this formula, charge and spin: 0.000 eV
M: 843.87 g mol⁻¹

Geometry as XYZ:
```
77
Properties=species:S:1:pos:R:3:forces:R:3:mulliken_charge:R:1
W 0.451 0.563 0.098 -0.208 -0.527 0.564 0.1885
S 0.813 2.455 1.610 0.089 -0.036 0.159 -0.0656
C -0.683 2.610 2.540 0.008 0.076 -0.008 0.8023
C -0.643 3.363 3.713 -0.061 -0.047 -0.028 -0.9184
C -1.799 3.558 4.452 -0.007 -0.011 -0.008 -0.6861
C -3.013 3.024 4.035 0.015 -0.023 -0.050 -0.7953
C -3.073 2.292 2.860 0.056 0.044 0.034 -0.5590
C -1.902 2.079 2.140 -0.012 -0.014 0.055 0.7080
S -1.976 1.242 0.589 0.093 0.014 0.046 -0.0848
C -2.640 -0.381 0.953 -0.007 -0.075 0.116 -0.3375
C -2.222 -1.268 -0.180 0.022 -0.024 -0.035 0.8076
C -3.146 -2.161 -0.681 0.100 0.070 0.053 -1.1288
C -2.778 -3.037 -1.687 0.022 0.013 0.009 -0.9551
C -1.472 -2.999 -2.121 0.049 0.086 0.056 -1.3210
C -0.570 -2.085 -1.586 -0.042 -0.039 0.023 0.5993
C 0.843 -2.269 -2.094 0.002 -0.020 -0.061 -1.7704
S 2.031 -1.460 0.025 -0.112 0.174 0.101 -0.3689
C 2.094 1.315 -1.655 0.314 0.021 -0.346 0.7157
C 3.500 1.441 -1.701 -0.126 0.022 0.021 -1.0821
C 4.050 2.676 -1.494 -0.118 0.037 0.058 -0.6094
C 3.248 3.806 -1.179 0.042 -0.104 -0.030 -0.9164
C 1.895 3.686 -1.091 -0.044 -0.093 -0.063 -0.4608
C 1.285 2.438 -1.401 0.179 0.116 0.047 0.4487
S -0.430 2.244 -1.433 -0.104 -0.063 -0.091 -0.3732
N -0.941 -1.178 -0.649 -0.066 0.069 -0.078 0.3928
H 0.291 3.799 4.041 0.062 0.021 0.003 0.5779
H -1.754 4.143 5.360 0.003 0.029 0.032 0.4470
H -3.911 3.192 4.610 -0.028 0.007 0.020 0.4684
H -4.022 1.911 2.508 -0.041 -0.033 -0.024 0.4585
H -3.726 -0.308 0.998 0.035 0.028 -0.007 0.9082
H -2.258 -0.735 1.909 -0.084 0.041 -0.160 -0.4953
H -4.149 -2.163 -0.279 -0.043 -0.004 0.006 0.5703
H -3.487 -3.737 -2.107 -0.020 -0.017 -0.012 0.4856
H -1.122 -3.686 -2.878 0.001 -0.030 -0.031 0.6127
H 0.794 -2.392 -3.176 0.003 -0.003 0.062 0.7253
H 1.209 -3.230 -1.713 0.009 0.019 0.011 0.7673
H 4.132 0.589 -1.893 -0.025 0.029 -0.025 0.2152
H 5.123 2.795 -1.557 0.037 -0.007 -0.001 0.5409
H 3.722 4.764 -1.013 0.005 0.009 0.007 0.4818
H 1.261 4.530 -0.854 0.002 0.005 -0.005 0.5788
C 4.799 -3.748 -3.704 -0.091 0.060 -0.004 -1.1207
Si 4.717 -2.445 -2.387 0.003 -0.032 0.006 0.0675
C 4.645 -3.222 -0.689 0.024 0.008 -0.023 -1.0582
C 6.105 -1.210 -2.494 -0.039 0.040 0.050 -1.0857
C 3.100 -1.438 -2.711 0.048 -0.111 -0.034 -0.9806
C 2.883 -0.930 -3.937 -0.101 -0.002 0.059 -0.4829
C 1.632 -0.249 -4.274 -0.081 0.056 -0.062 -1.5571
C 0.812 0.221 -3.341 0.039 -0.032 0.115 -0.7169
N 1.311 0.125 -1.941 0.097 -0.057 -0.309 0.7839
C 1.925 -1.220 -1.790 0.026 0.197 -0.112 2.6780
S 2.733 0.159 0.949 -0.101 0.208 0.003 -0.1079
H 5.720 -4.323 -3.608 0.080 -0.026 0.031 0.4058
H 4.788 -3.323 -4.707 0.002 0.016 -0.048 0.3707
H 3.967 -4.449 -3.624 -0.036 -0.032 -0.013 0.3574
H 5.523 -3.863 -0.592 0.065 -0.031 0.008 0.4907
H 3.782 -3.870 -0.531 -0.067 -0.020 -0.004 0.3228
H 4.706 -2.496 0.123 0.011 0.031 0.050 0.2991
H 7.065 -1.723 -2.549 0.048 -0.051 0.019 0.4756
H 6.140 -0.564 -1.614 0.027 0.033 0.017 0.3204
H 6.029 -0.581 -3.382 -0.009 0.016 -0.048 0.3693
H 3.607 -1.057 -4.729 0.084 -0.015 -0.052 0.6516
H 1.341 -0.146 -5.311 0.005 -0.012 -0.048 0.5828
H -0.133 0.715 -3.491 0.035 0.022 -0.020 0.5913
C 1.342 0.315 4.232 -0.114 -0.004 0.019 -1.0180
P 0.350 -0.841 3.300 0.059 -0.021 0.048 1.1714
C 1.180 -2.423 3.270 0.021 0.012 -0.041 -1.1596
C -1.180 -1.037 4.200 -0.004 0.016 -0.013 -1.3030
O 0.008 -0.413 1.841 -0.127 0.021 -0.086 0.5347
H 1.703 -0.223 5.111 0.003 -0.006 0.059 0.5085
H 0.726 1.152 4.560 0.013 -0.003 -0.021 0.3287
H 2.191 0.685 3.670 0.070 -0.014 -0.044 0.2876
H 1.213 -2.824 4.284 0.002 -0.012 0.051 0.5742
H 2.205 -2.318 2.913 -0.006 0.008 -0.007 0.3421
H 0.633 -3.122 2.637 -0.002 0.004 0.002 0.3085
H -0.943 -1.248 5.244 0.014 -0.016 0.035 0.4964
H -1.768 -1.869 3.812 -0.005 -0.008 -0.011 0.4072
H -1.757 -0.111 4.159 0.009 0.002 0.007 0.2918
```
Forces are in eV/Å.

***

Record 2
Molecular formula: C5H11O6
Method: DFT, ωB97M-V/def2-TZVPD

2S+1: 2
lowest unoccupied orbital energy (alpha / beta): 0.02434 / -0.08478 hartree
⟨S²⟩: 0.76
F_max: 0.051 hartree/bohr
ΔE to the lowest compared entry with this formula, charge and spin: 2.074 eV
M: 167.14 g mol⁻¹

Geometry as XYZ:
```
22
Properties=species:S:1:pos:R:3:forces:R:3:mulliken_spin:R:1
H -0.638 0.944 -1.049 -0.854 -0.466 0.180 0.0003
C -0.792 0.360 -0.114 -0.209 0.408 -0.801 0.0237
C -2.024 -0.526 -0.111 -0.228 0.078 -0.333 0.0015
O -2.463 -0.575 1.236 -0.616 -0.948 -0.053 0.0010
C 0.538 -0.376 0.029 0.256 -0.572 0.230 -0.0075
C 0.712 -1.484 -1.015 -0.111 -0.378 -0.047 0.0033
C 1.529 0.733 -0.412 0.467 1.241 -0.419 0.0781
O 2.849 0.486 0.021 -0.830 -0.612 2.409 0.2643
O 2.752 0.371 1.408 1.571 0.739 -1.781 0.4481
O 0.738 -0.834 1.315 1.764 0.461 -0.107 0.2248
O -1.106 1.292 0.900 1.130 1.765 -0.043 0.0019
O -0.380 2.553 0.559 -0.975 -0.390 0.394 0.0000
H -0.962 3.241 0.937 0.042 -0.660 -0.059 0.0005
H -2.772 -0.034 -0.760 0.036 -0.375 0.227 0.0012
H -1.776 -1.526 -0.498 -0.217 0.345 0.023 -0.0005
H -3.040 -1.349 1.346 0.325 0.418 -0.065 -0.0001
H 0.392 -1.135 -2.008 0.094 -0.167 0.182 -0.0010
H 1.774 -1.776 -1.061 -0.375 0.149 0.006 -0.0011
H 0.137 -2.372 -0.747 0.062 0.046 -0.023 -0.0010
H 1.599 0.738 -1.516 -0.090 0.164 0.527 -0.0006
H 1.130 1.690 -0.022 1.008 -0.605 -0.236 -0.0176
H 1.803 -0.423 1.562 -2.251 -0.644 -0.209 -0.0194
```
Forces are in eV/Å.

***

Record 3
Molecular formula: C4H13N3
Method: DFT, ωB97M-V/def2-TZVPD

2S+1: 1
lowest unoccupied orbital energy (alpha / beta): 0.04284 / 0.04129 hartree
F_max: 0.106 hartree/bohr
ΔE to the lowest compared entry with this formula, charge and spin: 6.290 eV
M: 103.17 g mol⁻¹

Geometry as XYZ:
```
20
Properties=species:S:1:pos:R:3:forces:R:3:mulliken_charge:R:1
C -1.040 1.284 -0.435 3.833 0.624 0.234 -1.3769
C -1.874 -0.764 0.583 2.856 -0.497 -1.352 -1.1985
C 2.446 1.086 -0.060 1.990 -1.184 4.756 -0.9894
C -1.356 -0.117 -0.675 3.019 1.032 4.425 0.0133
N 0.759 -2.052 -0.370 2.998 1.437 -0.993 -0.5882
N 1.438 0.076 0.351 1.274 1.409 0.100 0.0765
N 0.868 -0.667 -0.598 -1.715 -0.756 -2.217 -0.2229
H -0.631 1.476 0.592 -0.516 -0.295 -0.724 0.2703
H -0.278 1.784 -1.114 -0.597 -0.991 0.404 0.2787
H -1.855 1.856 -0.587 -3.153 2.237 -0.109 0.4775
H -2.567 -0.123 0.992 -1.744 1.378 1.309 0.4570
H -1.039 -0.926 1.355 -1.058 0.144 -0.993 0.2371
H -2.337 -1.653 0.286 -0.746 -1.731 0.242 0.2789
H 2.483 1.158 -1.047 -0.360 0.825 -4.311 0.4431
H 2.287 2.024 0.512 -0.058 -0.437 -0.745 0.2500
H 3.584 0.755 0.205 -2.487 0.405 -0.302 0.2762
H -1.603 -0.349 -1.618 -0.931 -1.439 -3.124 0.5766
H 0.397 -2.186 0.496 -1.524 -1.057 3.211 0.2333
H 0.289 -2.592 -1.067 -0.339 0.570 -0.590 0.2630
H 1.798 -0.198 1.237 -0.741 -1.673 0.781 0.2445
```
Forces are in eV/Å.

***

Record 4
Molecular formula: C19H28NPPdSe
Method: DFT, ωB97M-V/def2-TZVPD

2S+1: 5
lowest unoccupied orbital energy (alpha / beta): -0.18463 / -0.32992 hartree
total charge: +2
⟨S²⟩: 6.03
F_max: 0.039 hartree/bohr
ΔE to the lowest compared entry with this formula, charge and spin: 0.000 eV
M: 486.79 g mol⁻¹

Geometry as XYZ:
```
51
Properties=species:S:1:pos:R:3:forces:R:3:mulliken_spin:R:1
C 2.736 -3.008 -1.854 -0.024 -0.209 0.103 0.0480
C 3.043 -1.784 -1.269 -0.447 0.391 0.348 0.0168
C 2.047 -1.029 -0.615 0.521 -0.655 -0.411 -0.2508
C 0.797 -1.613 -0.416 0.248 0.601 -1.044 0.7295
C 0.449 -2.772 -1.109 0.296 -0.785 -0.158 -0.1351
C 1.436 -3.510 -1.782 -0.343 0.396 0.242 -0.0129
C 2.364 0.361 -0.169 0.140 0.413 0.213 0.1854
C 3.014 1.229 -1.290 0.928 0.300 0.344 -0.0041
N 2.109 1.707 -2.297 -0.337 0.054 0.077 0.7508
Pd -0.641 -0.900 0.968 1.076 -0.667 0.850 0.9606
C -0.996 -3.175 -1.119 -0.612 0.074 0.089 0.0430
P -1.955 -1.643 -0.762 0.151 -1.718 -1.021 0.2307
H 4.055 -1.381 -1.312 -0.155 -0.229 -0.111 0.0022
H 1.146 -4.446 -2.254 0.215 0.158 -0.023 0.0028
H 3.512 -3.560 -2.383 -0.209 0.086 0.139 0.0021
H -1.243 -3.883 -0.314 0.146 0.013 -0.253 0.0076
H -1.336 -3.596 -2.074 0.248 -0.080 0.176 0.0051
H 1.470 0.864 0.222 0.174 -0.085 -0.122 -0.0009
H 3.088 0.329 0.661 -0.099 0.169 -0.271 -0.0183
H 3.447 2.128 -0.812 -0.146 -0.331 -0.159 0.0268
C -3.651 -2.222 -0.637 -0.395 -0.018 -0.213 0.0159
C -1.822 -0.722 -2.312 -0.288 0.278 -0.247 0.0101
H 3.818 0.676 -1.799 -0.318 0.211 0.253 -0.0010
C 2.031 1.104 -3.595 -0.346 -0.735 -0.523 -0.0167
C 1.240 2.811 -2.004 -0.806 0.382 0.122 -0.0069
H -2.218 -0.128 1.093 -0.292 0.576 0.158 0.0447
H 2.610 1.680 -4.345 -0.129 -0.099 0.370 0.0514
H 2.409 0.070 -3.556 -0.003 0.446 0.005 0.0158
H 0.973 1.091 -3.922 0.551 0.093 0.089 0.0228
H 1.742 3.784 -2.158 0.073 -0.387 0.011 0.0421
H 0.368 2.771 -2.675 0.353 0.091 0.278 0.0094
H 0.898 2.774 -0.955 0.276 -0.024 -0.371 0.0224
H -2.253 -1.319 -3.132 0.135 0.256 0.202 0.0055
H -2.393 0.209 -2.204 0.121 -0.133 -0.198 0.0014
H -0.774 -0.481 -2.539 -0.314 -0.156 0.148 -0.0061
H -3.826 -2.997 -1.393 -0.149 0.204 0.081 0.0119
H -3.825 -2.653 0.352 -0.011 0.089 -0.121 0.0020
H -4.330 -1.377 -0.798 -0.050 -0.251 0.069 0.0019
H -1.705 0.466 1.254 -0.571 1.054 0.129 0.0759
Se 0.479 0.135 2.942 0.195 0.393 0.503 0.8504
C -0.737 1.260 3.789 -0.229 0.561 0.206 0.0399
C -0.291 2.541 4.206 0.129 -0.276 0.502 0.0734
C -1.049 3.278 5.105 -0.024 0.061 -0.204 -0.0373
C -2.299 2.801 5.530 0.260 -0.141 -0.200 0.1327
C -2.809 1.608 5.006 0.056 -0.151 -0.246 -0.0354
C -2.040 0.841 4.131 -0.106 0.076 0.060 0.0869
H 0.677 2.898 3.855 -0.191 -0.061 0.275 -0.0053
H -0.673 4.229 5.489 -0.129 -0.314 -0.200 0.0002
H -2.872 3.367 6.264 0.098 -0.132 -0.225 0.0038
H -3.813 1.284 5.282 0.332 0.015 -0.056 0.0004
H -2.409 -0.095 3.708 -0.001 0.196 0.333 -0.0018
```
Forces are in eV/Å.

***

Record 5
Molecular formula: C4H4FN
Method: DFT, ωB97M-V/def2-TZVPD

2S+1: 1
lowest unoccupied orbital energy (alpha / beta): 0.00347 / -0.04077 hartree
F_max: 0.060 hartree/bohr
ΔE to the lowest compared entry with this formula, charge and spin: 3.456 eV
M: 85.08 g mol⁻¹

Geometry as XYZ:
```
10
Properties=species:S:1:pos:R:3:forces:R:3:mulliken_charge:R:1
C -1.975 -0.207 0.094 2.226 -0.253 1.757 0.2566
C 0.369 0.702 -0.077 0.838 1.550 -2.515 -0.2828
C -0.688 -0.018 0.665 0.544 -0.504 0.415 -0.4084
C 1.370 -0.365 -0.520 -1.299 1.035 0.445 -0.2290
N -3.061 -0.454 -0.169 -1.570 -0.122 -0.795 -0.3590
F 2.233 -0.804 0.366 0.671 -0.238 0.793 -0.2154
H -0.043 1.068 -1.146 0.750 -0.338 2.636 0.2380
H 0.872 1.577 0.508 -0.812 -1.508 -1.112 0.2707
H -0.357 -0.481 1.646 -1.010 0.458 -1.376 0.3257
H 1.280 -1.018 -1.368 -0.338 -0.079 -0.248 0.4038
```
Forces are in eV/Å.

***

Record 6
Molecular formula: C3H2FHgO2
Method: DFT, ωB97M-V/def2-TZVPD

2S+1: 2
lowest unoccupied orbital energy (alpha / beta): 0.00166 / -0.09787 hartree
⟨S²⟩: 0.76
F_max: 0.066 hartree/bohr
ΔE to the lowest compared entry with this formula, charge and spin: 2.825 eV
M: 289.63 g mol⁻¹

Geometry as XYZ:
```
9
Properties=species:S:1:pos:R:3:forces:R:3:mulliken_spin:R:1
C -0.770 0.097 -0.225 3.200 0.340 -0.256 0.0643
C 1.724 -0.327 -0.581 1.016 2.999 1.197 -0.0056
O 0.167 0.769 -0.763 0.122 -1.625 0.302 0.1016
O -0.288 -1.091 0.241 -0.495 -0.934 -0.099 0.0149
C 0.994 -1.460 -0.223 -1.831 0.099 -0.828 0.7392
H 2.314 -0.268 -1.498 -0.348 0.041 0.176 0.0180
F 2.392 0.349 0.445 -1.090 -0.856 -1.445 0.0253
H 0.942 -2.261 -0.965 0.133 -0.292 0.737 0.0341
Hg -3.230 0.928 0.460 -0.707 0.228 0.216 0.0081
```
Forces are in eV/Å.